# 1
C27H22Cl4I2N2O3SiTi as an isolated structure in a non-equilibrium geometry, computed with ωB97M-V with the def2-TZVPD basis set.

XYZ file:
```
62
Properties=species:S:1:pos:R:3:forces:R:3
Ti 0.247 0.130 0.367 -0.9 0.5 -0.2
I 3.105 -5.417 4.663 0.0 0.0 0.0
C 2.036 -3.794 3.881 0.0 -0.1 0.0
C 2.456 -2.500 4.147 0.0 0.0 0.0
C 1.749 -1.444 3.601 0.1 0.3 0.1
I 2.362 0.538 3.904 0.0 -0.2 0.0
C 0.621 -1.627 2.779 0.2 0.1 0.0
O -0.011 -0.624 2.242 0.2 0.1 -0.1
C 0.243 -2.961 2.522 -0.2 0.1 -0.2
C -0.857 -3.137 1.517 0.0 -0.1 0.0
N -0.425 -2.605 0.222 0.0 0.1 0.0
C 0.735 -3.258 -0.342 0.1 0.1 -0.1
C 2.008 -2.537 0.021 0.0 0.2 0.0
C 3.173 -3.212 0.341 0.2 0.1 0.0
C 4.339 -2.489 0.550 0.0 0.0 0.0
C 4.322 -1.109 0.395 -0.1 -0.3 0.0
C 3.117 -0.509 0.084 -0.1 -0.1 0.1
N 1.971 -1.196 -0.058 0.5 0.0 0.0
C 0.935 -4.025 3.069 0.0 0.0 0.0
H 3.323 -2.310 4.764 0.0 0.0 0.0
H -1.740 -2.570 1.816 0.0 0.0 0.0
H -1.128 -4.200 1.447 0.0 0.0 0.0
H -1.196 -2.588 -0.430 0.0 -0.1 0.0
H 0.658 -3.213 -1.433 0.0 0.0 0.0
H 0.825 -4.314 -0.059 0.0 0.0 0.0
H 3.155 -4.289 0.445 0.0 0.0 0.0
H 5.252 -3.000 0.829 0.0 0.0 0.0
H 5.209 -0.508 0.527 0.0 0.0 0.0
H 3.040 0.563 -0.049 0.0 0.0 0.0
H 0.626 -5.038 2.838 0.0 0.0 0.0
Cl -0.364 6.878 -0.489 0.0 0.0 0.0
C 0.094 5.224 -0.720 0.0 0.0 0.0
C 0.625 4.807 -1.929 0.0 -0.1 0.0
Cl 0.841 5.931 -3.228 0.0 0.0 0.0
C 0.956 3.457 -2.114 0.0 0.1 -0.2
Cl 1.575 2.884 -3.632 0.0 0.0 0.1
C 0.747 2.533 -1.108 -0.1 -0.1 0.2
O 0.980 1.239 -1.207 0.0 -0.4 0.4
C 0.213 2.964 0.137 0.1 -0.4 0.0
O 0.052 2.010 1.036 0.1 -0.3 -0.2
C -0.105 4.297 0.314 -0.1 0.1 0.1
Cl -0.803 4.774 1.828 0.0 0.0 -0.1
C -1.826 -1.101 -2.619 0.1 0.0 0.0
Si -1.978 -0.110 -0.999 -0.1 0.2 0.0
C -3.512 -0.859 -0.149 0.0 -0.1 0.1
C -2.518 1.626 -1.538 0.1 0.0 0.0
C -3.125 2.491 -0.621 0.0 0.0 0.0
C -3.378 3.819 -0.930 0.0 0.0 0.0
C -3.019 4.325 -2.173 0.0 0.0 0.0
C -2.418 3.487 -3.102 0.0 0.0 0.0
C -2.174 2.156 -2.785 0.0 0.0 0.0
H -2.706 -0.968 -3.255 0.0 0.0 0.0
H -1.718 -2.176 -2.441 0.0 0.0 0.0
H -0.946 -0.775 -3.178 0.0 0.0 0.0
H -4.414 -0.719 -0.751 0.0 0.0 0.0
H -3.678 -0.396 0.827 0.0 0.0 0.0
H -3.396 -1.935 0.024 0.0 0.0 0.0
H -3.372 2.130 0.373 0.0 0.0 0.0
H -3.822 4.472 -0.187 0.0 0.0 0.0
H -3.181 5.370 -2.405 0.0 0.0 0.0
H -2.110 3.878 -4.065 0.0 0.0 0.0
H -1.672 1.530 -3.514 0.0 0.0 0.0
```
Positions in Å, forces in eV/Å.

Computed properties:
**2S+1**: 2
**Relative energy (zero: lowest compared OMol25 entry of this formula, charge and spin)**: 13.27 kcal/mol
**LUMO level (spin up / spin down)**: 1.8366 / 1.8365 eV
**Total charge**: -1

Formally, the Löwdin partial charges of the atoms, in units of the elementary charge, are as follows:
1 Ti 0.92
2 I 0.79
3 C -0.75
4 C -0.24
5 C -0.62
6 I 0.94
7 C -0.46
8 O -0.24
9 C -0.17
10 C -0.14
11 N -0.08
12 C -0.14
13 C -0.24
14 C -0.01
15 C -0.05
16 C -0.05
17 C -0.11
18 N 0.04
19 C -0.13
20 H 0.08
21 H 0.12
22 H 0.12
23 H 0.05
24 H 0.14
25 H 0.12
26 H 0.12
27 H 0.11
28 H 0.11
29 H 0.12
30 H 0.10
31 Cl 0.63
32 C -0.72
33 C -0.73
34 Cl 0.62
35 C -0.62
36 Cl 0.66
37 C -0.40
38 O -0.23
39 C -0.39
40 O -0.21
41 C -0.62
42 Cl 0.67
43 C -0.24
44 Si 0.58
45 C -0.24
46 C -0.30
47 C -0.11
48 C -0.10
49 C -0.10
50 C -0.10
51 C -0.11
52 H 0.03
53 H 0.00
54 H 0.02
55 H 0.02
56 H 0.02
57 H 0.00
58 H 0.10
59 H 0.10
60 H 0.10
61 H 0.10
62 H 0.09

=====

# 2
C27H22F12IN4O3Yb as an isolated structure in a non-equilibrium geometry, computed with ωB97M-V with the def2-TZVPD basis set.

XYZ file:
```
70
Properties=species:S:1:pos:R:3:forces:R:3
Yb 0.452 -0.091 1.193 0.4 0.1 -3.1
C 3.101 -0.707 -5.971 0.1 0.7 1.2
C 2.240 -0.412 -4.737 1.1 -1.1 3.2
C 1.058 0.288 -4.639 0.1 -0.2 -1.0
C 0.321 0.513 -3.496 -1.3 0.6 1.5
C 0.672 -0.052 -2.221 2.2 -0.1 -4.2
N 0.140 0.422 -1.123 -1.8 -0.2 4.0
C -1.152 0.910 -1.030 0.3 0.5 0.3
C -2.176 0.247 -1.729 0.0 0.2 0.5
C -3.447 0.753 -1.757 -1.0 -0.9 -0.2
C -3.814 1.919 -1.078 -0.1 0.1 -0.6
C -5.256 2.398 -1.174 0.1 -0.6 1.1
C -2.794 2.588 -0.401 -1.0 1.4 0.3
C -1.535 2.062 -0.205 0.8 -1.8 -1.4
C -0.525 2.719 0.728 -1.3 1.2 -0.8
O 0.576 1.991 0.867 0.7 -0.1 1.5
C -1.238 2.926 2.193 0.0 -0.6 0.0
F -2.606 2.937 2.272 1.7 1.0 -0.2
F -0.696 3.972 2.886 -1.0 -1.3 -0.5
F -0.955 1.750 2.887 0.3 0.6 -0.1
C -0.111 4.093 0.072 3.3 -0.1 -0.7
F 1.037 4.594 0.730 -1.9 -0.5 -0.7
F -0.999 5.069 0.011 -0.2 -0.2 0.2
F 0.355 3.853 -1.229 -1.1 0.3 2.0
C 1.898 -0.874 -2.290 -1.5 0.8 0.7
C 2.690 -0.893 -3.415 0.0 1.2 -2.1
C 2.215 -1.677 -1.019 1.5 -0.6 -3.4
O 1.984 -1.020 0.056 -1.5 1.0 4.3
C 1.275 -2.940 -1.162 -0.5 -0.5 1.5
F -0.073 -2.549 -1.222 1.8 -0.7 -0.5
F 1.559 -3.849 -2.124 -0.7 1.3 1.3
F 1.284 -3.599 0.096 0.1 -0.1 -1.3
C 3.760 -2.076 -0.919 -0.2 -0.4 -0.7
F 4.224 -2.779 -2.027 -0.2 0.6 1.9
F 4.481 -0.919 -0.813 -0.5 -1.5 -0.1
F 3.992 -2.835 0.205 0.0 0.8 -1.3
H 3.745 -1.558 -5.685 -0.1 0.5 -0.5
H 3.699 0.171 -6.247 0.2 -0.2 0.2
H 2.545 -0.920 -6.870 -0.5 -0.4 -0.1
H 0.761 0.721 -5.562 -0.8 0.5 -0.7
H -0.582 1.233 -3.468 1.7 -1.2 -0.5
H -1.965 -0.711 -2.188 0.2 0.2 -0.3
H -4.178 0.147 -2.346 0.3 0.8 0.6
H -5.768 2.427 -0.162 0.7 0.1 -1.1
H -5.811 1.678 -1.782 0.0 0.2 0.0
H -5.314 3.365 -1.648 -0.2 0.5 0.0
H -2.930 3.658 -0.073 -0.4 -1.4 0.1
H 3.765 -0.994 -3.217 -0.5 -1.0 -0.7
N -1.549 -3.725 1.228 -0.5 0.4 -0.1
C -2.084 -2.524 1.471 0.7 -0.2 0.4
O -1.388 -1.466 1.529 -0.5 -1.0 -0.4
C -3.543 -2.418 1.837 -0.1 0.8 1.6
I -4.886 -4.067 1.798 0.4 -0.2 -0.1
H -0.613 -3.678 0.797 -0.5 -0.7 0.4
H -2.130 -4.593 1.347 1.1 1.4 -0.6
H -4.025 -1.652 1.241 0.2 0.2 -0.1
H -3.550 -2.076 2.912 -0.1 -0.2 -1.2
N 2.150 2.048 3.472 0.3 -2.4 1.4
C 2.051 0.730 3.924 0.1 0.9 2.1
C 2.004 0.368 5.331 -0.3 0.5 0.1
C 1.640 -0.940 5.666 0.1 2.0 1.0
C 1.593 -1.910 4.679 -0.3 -0.6 0.7
C 1.664 -1.491 3.373 0.9 -3.6 1.6
N 1.912 -0.270 3.051 -0.5 3.5 -2.1
H 2.005 2.782 4.166 0.1 -0.3 -0.9
H 2.073 2.161 2.474 -0.2 0.7 -0.1
H 2.178 1.075 6.196 -0.4 -0.5 -1.5
H 1.323 -1.060 6.739 0.8 -0.5 -1.2
H 1.598 -2.949 4.987 -0.5 0.0 -0.4
H 1.675 -2.290 2.615 -0.1 0.7 -0.2
```
Positions in Å, forces in eV/Å.

Computed properties:
**2S+1**: 2
**Relative energy (zero: lowest compared OMol25 entry of this formula, charge and spin)**: 23.02 kcal/mol
**LUMO level (spin up / spin down)**: -0.4706 / -0.4719 eV

Formally, the Löwdin partial charges of the atoms, in units of the elementary charge, are as follows:
1 Yb 1.77
2 C -0.06
3 C -0.24
4 C -0.09
5 C -0.02
6 C -0.25
7 N -0.04
8 C -0.24
9 C -0.06
10 C -0.06
11 C -0.27
12 C -0.06
13 C -0.01
14 C -0.09
15 C -0.39
16 O -0.25
17 C -0.40
18 F 0.12
19 F 0.13
20 F 0.05
21 C -0.44
22 F 0.07
23 F 0.17
24 F 0.11
25 C -0.07
26 C 0.01
27 C -0.43
28 O -0.22
29 C -0.37
30 F 0.08
31 F 0.17
32 F 0.03
33 C -0.43
34 F 0.09
35 F 0.14
36 F 0.12
37 H 0.08
38 H 0.07
39 H 0.06
40 H 0.09
41 H 0.14
42 H 0.12
43 H 0.12
44 H 0.09
45 H 0.06
46 H 0.07
47 H 0.14
48 H 0.12
49 N 0.20
50 C -0.55
51 O -0.12
52 C -0.57
53 I 0.84
54 H 0.10
55 H 0.09
56 H 0.05
57 H 0.08
58 N 0.16
59 C -0.32
60 C 0.00
61 C -0.07
62 C -0.07
63 C -0.21
64 N -0.02
65 H 0.12
66 H 0.08
67 H 0.13
68 H 0.13
69 H 0.11
70 H 0.12

=====

# 3
C27H22N4O8Ti as an isolated structure, computed with ωB97M-V with the def2-TZVPD basis set.

XYZ file:
```
62
Properties=species:S:1:pos:R:3:forces:R:3
Ti -0.637 -1.099 -0.169 -0.2 0.1 0.0
C -2.524 3.569 0.374 0.0 0.1 0.0
O -1.557 2.675 -0.149 0.0 0.0 0.0
C -1.668 2.357 -1.467 0.0 0.0 0.0
C -2.594 2.918 -2.336 0.0 0.0 0.0
C -2.617 2.525 -3.669 0.0 0.0 0.0
C -1.732 1.574 -4.143 0.0 0.0 0.0
C -0.814 1.002 -3.272 0.0 0.0 0.0
C -0.777 1.400 -1.952 0.0 0.0 0.0
N 0.129 0.747 -1.038 0.0 0.0 0.0
N 1.223 1.342 -0.924 0.0 0.0 0.0
C 2.225 0.808 -0.133 0.0 0.0 0.0
C 2.246 -0.519 0.329 0.0 0.0 0.0
O 1.277 -1.352 0.151 0.2 -0.1 0.0
C 3.416 -0.984 1.018 0.0 0.0 0.0
C 4.468 -0.167 1.242 0.0 0.0 0.0
C 4.476 1.188 0.788 0.0 0.0 0.0
C 5.578 2.034 1.025 0.0 0.0 0.0
C 5.580 3.328 0.578 0.0 0.0 0.0
C 4.466 3.815 -0.127 0.0 0.0 0.0
C 3.379 3.014 -0.365 0.0 0.0 0.0
C 3.356 1.676 0.086 0.0 0.0 0.0
H -2.469 4.541 -0.124 0.0 0.0 0.0
H -2.277 3.698 1.426 0.0 0.0 0.0
H -3.527 3.147 0.286 0.0 0.0 0.0
H -3.314 3.639 -1.980 0.0 0.0 0.0
H -3.353 2.961 -4.332 0.0 0.0 0.0
H -1.768 1.253 -5.176 0.0 0.0 0.0
H -0.151 0.212 -3.594 0.0 0.0 0.0
H 3.397 -2.010 1.364 0.0 0.0 0.0
H 5.335 -0.534 1.780 0.0 0.0 0.0
H 6.427 1.638 1.571 0.0 0.0 0.0
H 6.430 3.972 0.763 0.0 0.0 0.0
H 4.464 4.837 -0.485 0.0 0.0 0.0
H 2.523 3.394 -0.905 0.0 0.0 0.0
O 0.368 -4.242 3.279 0.0 0.0 0.0
C -0.357 -3.529 2.577 -0.1 -0.1 0.1
O -0.874 -2.414 2.827 0.0 0.0 0.0
C -0.732 -4.129 1.214 0.0 0.0 0.0
C -0.903 -5.508 1.134 0.0 0.0 0.0
C -1.273 -6.084 -0.064 0.0 0.0 0.0
C -1.404 -5.273 -1.180 0.0 0.0 0.0
C -1.172 -3.920 -1.040 0.0 0.0 0.0
N -0.880 -3.343 0.139 0.0 -0.1 0.0
C -1.177 -3.024 -2.268 0.0 0.0 0.0
O -1.512 -3.485 -3.343 0.0 0.0 0.0
O -0.773 -1.820 -2.042 0.0 0.0 0.0
H -0.730 -6.084 2.031 0.0 0.0 0.0
H -1.437 -7.152 -0.136 0.0 0.0 0.0
H -1.657 -5.646 -2.162 0.0 0.0 0.0
N -0.443 0.006 1.838 0.0 0.0 0.0
C -1.560 0.712 2.485 0.0 0.0 0.0
C -2.898 0.039 2.185 0.0 -0.1 0.0
C -3.245 0.160 0.715 0.3 0.3 0.0
O -4.126 0.901 0.322 -0.1 -0.1 0.0
O -2.471 -0.528 -0.091 0.0 0.0 0.1
H -0.238 -0.829 2.400 0.0 0.0 0.0
H 0.374 0.607 1.820 0.0 0.0 0.0
H -1.573 1.740 2.122 0.0 0.0 0.0
H -1.416 0.740 3.569 0.0 0.0 0.0
H -3.685 0.519 2.766 0.0 0.0 0.0
H -2.821 -1.013 2.463 0.0 0.0 0.0
```
Positions in Å, forces in eV/Å.

Computed properties:
**2S+1**: 2
**Relative energy (zero: lowest compared OMol25 entry of this formula, charge and spin)**: 9.08 kcal/mol
**LUMO level (spin up / spin down)**: 1.9707 / 1.8668 eV
**Total charge**: -1

Formally, the Löwdin partial charges of the atoms, in units of the elementary charge, are as follows:
1 Ti 1.11
2 C -0.08
3 O -0.09
4 C -0.23
5 C -0.01
6 C -0.09
7 C -0.08
8 C -0.01
9 C -0.18
10 N 0.00
11 N 0.15
12 C -0.14
13 C -0.32
14 O -0.14
15 C 0.02
16 C -0.02
17 C -0.18
18 C -0.05
19 C -0.10
20 C -0.09
21 C -0.03
22 C -0.10
23 H 0.09
24 H 0.09
25 H 0.09
26 H 0.10
27 H 0.10
28 H 0.10
29 H 0.12
30 H 0.12
31 H 0.11
32 H 0.11
33 H 0.09
34 H 0.10
35 H 0.10
36 O 0.00
37 C -0.65
38 O -0.05
39 C -0.14
40 C 0.00
41 C -0.05
42 C 0.00
43 C -0.16
44 N 0.11
45 C -0.57
46 O 0.06
47 O -0.12
48 H 0.11
49 H 0.10
50 H 0.12
51 N -0.02
52 C -0.20
53 C -0.09
54 C -0.58
55 O 0.05
56 O -0.13
57 H 0.05
58 H 0.09
59 H 0.09
60 H 0.12
61 H 0.12
62 H 0.11

=====

# 4
C27H23AsFeN4O9S3 as an isolated structure, computed with ωB97M-V with the def2-TZVPD basis set.

XYZ file:
```
68
Properties=species:S:1:pos:R:3:forces:R:3
Fe -0.492 -0.363 -0.279 0.1 0.2 0.2
O 5.688 -3.191 0.658 0.1 -0.1 -0.2
C 5.139 -2.489 1.519 -0.1 -0.1 0.1
O 5.549 -2.058 2.608 0.0 0.2 0.2
C 3.666 -2.116 1.200 -0.1 0.1 0.0
C 3.061 -2.471 0.008 0.0 0.0 0.0
C 1.746 -2.111 -0.224 0.1 -0.1 -0.1
N 1.008 -1.396 0.644 0.2 0.0 0.4
C 1.529 -1.208 1.873 0.2 0.0 0.1
C 2.853 -1.519 2.152 0.0 0.0 -0.1
C 0.645 -0.946 3.039 0.0 0.1 0.1
C 1.110 -0.264 4.165 -0.1 -0.1 -0.1
C 0.298 -0.204 5.285 0.0 0.0 0.0
C -0.953 -0.805 5.241 0.1 0.0 -0.1
C -1.325 -1.459 4.072 0.0 0.0 0.1
N -0.543 -1.544 3.006 0.0 -0.1 -0.1
C 0.949 -2.664 -1.333 0.1 0.0 0.0
C 1.421 -3.547 -2.296 -0.1 0.0 0.1
C 0.506 -4.115 -3.160 -0.1 0.1 0.0
C -0.837 -3.775 -3.055 0.1 0.0 0.0
C -1.208 -2.840 -2.112 -0.2 -0.1 0.2
N -0.334 -2.319 -1.259 0.2 0.5 -0.4
H 3.636 -3.055 -0.696 0.0 0.0 0.0
H 3.273 -1.382 3.139 0.0 0.0 0.0
H 2.084 0.205 4.158 0.0 0.0 0.0
H 0.635 0.311 6.176 0.0 0.0 0.0
H -1.621 -0.784 6.091 0.0 0.0 0.0
H -2.290 -1.948 3.987 0.0 0.0 0.0
H 2.474 -3.773 -2.365 0.0 0.0 0.0
H 0.837 -4.807 -3.922 0.0 0.0 0.0
H -1.577 -4.184 -3.727 0.0 0.0 0.0
H -2.228 -2.493 -2.015 0.0 0.0 0.0
O 0.083 3.589 -1.209 0.0 -0.2 0.0
As -0.183 1.886 -1.688 0.3 0.1 -0.6
O 0.888 1.003 -0.727 0.5 -0.2 -0.1
O -1.607 1.304 -1.036 -0.3 -0.1 0.0
C -0.012 2.279 -3.582 0.0 0.2 0.1
C -0.251 3.569 -4.044 0.0 0.0 0.1
C -0.137 3.843 -5.399 0.0 0.0 0.0
C 0.229 2.843 -6.289 0.0 0.0 0.0
C 0.467 1.556 -5.832 0.0 0.1 0.0
C 0.344 1.289 -4.480 0.0 -0.2 -0.1
S 0.554 -0.353 -3.834 -0.3 0.2 0.1
O 0.081 -1.264 -4.847 0.0 0.0 0.0
O 1.927 -0.485 -3.421 0.1 0.0 -0.1
O -0.390 -0.224 -2.682 0.2 -0.1 -0.6
H 0.700 3.581 -0.469 -0.1 0.0 0.1
H -0.525 4.353 -3.352 0.0 0.0 0.0
H -0.332 4.845 -5.758 0.0 0.0 0.0
H 0.318 3.066 -7.345 0.0 0.0 0.0
H 0.722 0.752 -6.508 0.0 0.0 0.0
O -0.725 0.638 1.372 0.3 -0.2 0.6
S -0.922 2.142 1.427 -0.3 0.2 -0.2
C -2.719 2.353 1.459 -0.1 0.0 0.0
C -3.140 2.235 2.916 0.1 0.0 0.0
C -2.089 3.026 3.692 -0.1 0.0 0.0
C -0.746 2.495 3.200 -0.1 0.0 0.0
H -3.099 1.594 0.779 0.0 0.0 0.0
H -2.927 3.337 1.036 0.0 0.0 0.0
H -3.111 1.185 3.216 0.0 0.0 0.0
H -4.153 2.605 3.077 0.0 0.0 0.0
H -2.180 2.915 4.773 0.0 0.0 0.0
H -2.185 4.090 3.459 0.0 0.0 0.0
H -0.513 1.531 3.644 0.0 0.0 0.0
H 0.095 3.171 3.345 0.0 0.0 0.0
S -4.091 -2.573 1.550 -0.2 0.0 0.1
C -2.942 -1.733 0.777 0.2 0.1 -0.1
N -2.129 -1.129 0.198 -0.7 -0.4 0.3
```
Positions in Å, forces in eV/Å.

Computed properties:
**2S+1**: 2
**Relative energy (zero: lowest compared OMol25 entry of this formula, charge and spin)**: 62.86 kcal/mol
**LUMO level (spin up / spin down)**: 1.5400 / 1.7860 eV
**Total charge**: -1

Formally, the Löwdin partial charges of the atoms, in units of the elementary charge, are as follows:
1 Fe 0.69
2 O -0.03
3 C -0.70
4 O -0.04
5 C -0.06
6 C 0.08
7 C -0.15
8 N 0.11
9 C -0.15
10 C 0.06
11 C -0.24
12 C -0.04
13 C -0.09
14 C -0.07
15 C -0.13
16 N 0.14
17 C -0.19
18 C 0.01
19 C -0.04
20 C -0.04
21 C -0.10
22 N 0.05
23 H 0.12
24 H 0.12
25 H 0.12
26 H 0.11
27 H 0.10
28 H 0.08
29 H 0.12
30 H 0.11
31 H 0.11
32 H 0.12
33 O -0.28
34 As 0.97
35 O -0.44
36 O -0.46
37 C -0.21
38 C -0.08
39 C -0.08
40 C -0.07
41 C -0.04
42 C -0.26
43 S 0.49
44 O -0.29
45 O -0.28
46 O -0.44
47 H 0.03
48 H 0.10
49 H 0.10
50 H 0.10
51 H 0.12
52 O -0.56
53 S 1.05
54 C -0.28
55 C -0.22
56 C -0.22
57 C -0.28
58 H 0.08
59 H 0.10
60 H 0.12
61 H 0.12
62 H 0.11
63 H 0.11
64 H 0.06
65 H 0.09
66 S 0.48
67 C -0.91
68 N 0.00

=====

| no. | molar mass (u) | E (eV) |
| --- | --- | --- |
| 1 | 894.06 | -134769.248 |
| 2 | 978.42 | -112701.867 |
| 3 | 578.36 | -73819.717 |
| 4 | 774.47 | -180494.148 |